# C50H129N7O22

A cluster of 11 separate species, C50H129N7O22 in total (ωB97M-V with the def2-TZVPD basis set, the Open Molecules 2025 dataset).

Element x y z (Å)
C: 16.56 4.33 1.57
O: 17.45 3.21 1.75
C: 17.09 2.03 1.09
C: 15.75 1.40 1.50
N: 15.95 0.94 2.87
C: 14.79 0.47 3.61
C: 14.59 1.30 4.87
O: 13.96 2.51 4.55
C: 12.99 2.93 5.51
H: 17.03 5.15 2.10
H: 15.59 4.03 1.97
H: 16.50 4.55 0.51
H: 17.92 1.34 1.27
H: 17.17 2.11 -0.01
H: 15.61 0.55 0.83
H: 14.97 2.17 1.51
H: 16.47 1.59 3.44
H: 14.86 -0.62 3.77
H: 13.90 0.45 2.97
H: 15.54 1.54 5.37
H: 13.94 0.71 5.53
H: 13.43 3.04 6.50
H: 12.22 2.16 5.48
H: 12.50 3.87 5.25
C: 5.90 5.68 13.23
O: 7.22 6.16 13.33
C: 7.61 6.91 14.48
C: 8.02 8.33 14.09
N: 9.44 8.45 13.73
C: 10.00 9.80 13.77
C: 10.19 10.54 12.47
O: 10.50 9.53 11.50
C: 11.01 10.00 10.27
H: 5.47 6.32 12.45
H: 5.19 5.63 14.06
H: 5.93 4.67 12.84
H: 8.53 6.46 14.87
H: 6.86 6.82 15.27
H: 7.85 9.09 14.85
H: 7.36 8.58 13.26
H: 9.52 8.09 12.78
H: 11.00 9.67 14.23
H: 9.57 10.39 14.59
H: 10.98 11.29 12.49
H: 9.22 10.95 12.18
H: 10.20 10.28 9.60
H: 11.67 9.25 9.83
H: 11.72 10.83 10.38
C: 5.05 3.91 10.45
O: 6.33 4.22 9.91
C: 6.64 5.48 9.31
C: 7.97 5.44 8.58
N: 7.75 5.53 7.16
C: 8.91 5.79 6.30
C: 8.59 5.23 4.94
O: 8.19 3.89 5.06
C: 7.78 3.39 3.81
H: 4.67 3.17 9.73
H: 4.32 4.71 10.57
H: 5.14 3.37 11.39
H: 6.70 6.34 9.99
H: 5.78 5.64 8.66
H: 8.42 4.44 8.71
H: 8.59 6.23 8.99
H: 7.20 4.83 6.69
H: 9.82 5.30 6.69
H: 9.27 6.83 6.28
H: 9.38 5.41 4.21
H: 7.74 5.81 4.54
H: 6.98 3.97 3.32
H: 7.34 2.39 3.86
H: 8.60 3.44 3.10
C: 14.07 9.94 11.79
O: 15.05 9.72 10.77
C: 15.39 8.36 10.88
C: 16.51 7.93 9.93
N: 15.93 7.56 8.63
C: 17.02 7.39 7.67
C: 17.73 8.65 7.11
O: 18.15 8.42 5.78
C: 18.79 9.56 5.22
H: 14.52 9.70 12.75
H: 13.06 9.52 11.77
H: 13.82 11.00 11.69
H: 14.53 7.69 10.77
H: 15.74 8.11 11.89
H: 17.08 7.07 10.31
H: 17.28 8.70 9.80
H: 15.29 8.31 8.39
H: 16.59 7.10 6.70
H: 17.70 6.59 7.96
H: 18.50 9.11 7.74
H: 16.97 9.44 7.08
H: 19.83 9.65 5.55
H: 18.29 10.51 5.43
H: 18.81 9.35 4.16
C: 7.84 5.30 0.96
O: 9.18 5.15 1.47
C: 9.92 6.31 1.72
C: 11.29 5.85 2.15
N: 12.12 6.94 2.63
C: 13.47 6.55 2.96
C: 14.32 7.73 3.37
O: 14.11 7.98 4.77
C: 14.93 8.90 5.47
H: 7.70 4.30 0.58
H: 7.76 6.08 0.19
H: 7.31 5.63 1.86
H: 9.52 6.95 2.52
H: 9.90 7.02 0.88
H: 11.66 5.28 1.30
H: 11.20 5.18 3.02
H: 11.63 7.59 3.22
H: 14.00 6.17 2.09
H: 13.36 5.89 3.83
H: 14.01 8.63 2.84
H: 15.36 7.51 3.08
H: 15.20 9.89 5.10
H: 15.76 8.29 5.86
H: 14.33 9.07 6.38
C: 22.37 -0.17 7.41
O: 21.38 0.49 8.18
C: 20.63 1.37 7.38
C: 19.49 2.04 8.16
N: 18.90 3.18 7.42
C: 18.33 2.68 6.17
C: 17.60 3.82 5.45
O: 16.61 4.45 6.21
C: 15.82 5.33 5.45
H: 22.64 -1.02 8.04
H: 23.15 0.44 6.97
H: 21.93 -0.74 6.57
H: 20.15 0.75 6.61
H: 21.22 2.17 6.91
H: 19.96 2.35 9.10
H: 18.64 1.40 8.44
H: 18.05 3.43 7.93
H: 17.54 1.97 6.44
H: 19.03 2.25 5.46
H: 17.18 3.31 4.58
H: 18.42 4.44 5.06
H: 14.95 4.82 5.01
H: 16.32 6.03 4.77
H: 15.23 5.91 6.17
C: 9.71 5.57 11.35
O: 10.22 4.31 10.98
C: 9.76 3.31 11.89
C: 8.68 2.43 11.29
N: 9.27 1.42 10.38
C: 8.24 0.49 9.83
C: 8.92 -0.21 8.67
O: 9.42 0.75 7.70
C: 8.40 1.52 7.04
H: 10.30 6.29 10.78
H: 9.74 5.82 12.42
H: 8.64 5.72 11.16
H: 9.47 3.63 12.89
H: 10.61 2.65 12.11
H: 7.92 3.00 10.75
H: 8.39 1.79 12.14
H: 9.55 1.89 9.52
H: 7.34 1.08 9.63
H: 8.02 -0.28 10.58
H: 8.34 -0.90 8.05
H: 9.77 -0.79 9.02
H: 8.66 2.57 7.18
H: 7.38 1.36 7.37
H: 8.59 1.31 5.99
C: 15.60 4.31 10.80
C: 16.88 3.78 10.10
O: 16.49 2.91 9.04
O: 14.86 5.04 9.87
H: 16.04 4.92 11.61
H: 15.05 3.46 11.21
H: 17.47 3.20 10.82
H: 17.61 4.51 9.72
H: 15.75 3.40 8.63
H: 15.23 5.93 9.74
C: 12.15 6.45 8.31
C: 12.34 7.40 7.11
O: 11.96 6.81 5.85
O: 12.93 7.04 9.37
H: 12.61 5.50 8.01
H: 11.14 6.24 8.65
H: 13.34 7.83 6.98
H: 11.76 8.30 7.34
H: 12.85 6.78 5.47
H: 13.15 6.33 9.99
C: 10.64 10.52 4.38
C: 11.56 11.24 5.36
O: 11.27 10.96 6.72
O: 11.02 9.16 4.30
H: 10.89 11.04 3.45
H: 9.60 10.68 4.66
H: 11.61 12.33 5.24
H: 12.58 10.92 5.09
H: 11.88 11.45 7.27
H: 11.05 8.84 5.21
C: 13.12 7.48 14.62
C: 12.57 6.89 13.32
O: 13.62 6.11 12.74
O: 13.32 6.43 15.56
H: 12.40 8.21 14.99
H: 14.07 7.98 14.41
H: 12.15 7.56 12.57
H: 11.76 6.22 13.62
H: 13.89 5.41 13.34
H: 14.25 6.22 15.51

Results
E ... -4020.43262 Eh
Lowest unoccupied orbital energy ... 0.35 eV
Orbital gap ... 0.3041 Ha
F_max ... 2.94 eV/Å
SMILES ... COCCNCCOC.COCCNCCOC.COCCNCCOC.COCCNCCOC.COCCNCCOC.COCCNCCOC.COCCNCCOC.OCCO.OCCO.OCCO.OCCO


# C50H136N12O13

A cluster of 12 separate species, C50H136N12O13 in total (ωB97M-V with the def2-TZVPD basis set, the Open Molecules 2025 dataset).

Element x y z (Å)
C: 4.52 -0.83 -4.57
C: 4.46 -2.15 -5.39
C: 2.97 -2.50 -5.81
O: 2.38 -3.23 -4.74
C: 0.96 -3.38 -5.07
N: 5.29 -2.08 -6.53
H: 4.26 -1.06 -3.54
H: 3.85 -0.05 -4.95
H: 5.49 -0.34 -4.69
H: 4.76 -2.90 -4.66
H: 3.08 -3.22 -6.62
H: 2.41 -1.60 -6.07
H: 0.43 -3.87 -4.25
H: 0.85 -3.99 -5.97
H: 0.42 -2.45 -5.20
H: 4.85 -2.54 -7.31
H: 5.53 -1.15 -6.86
C: -3.42 2.54 -5.15
C: -2.09 1.95 -4.67
C: -0.87 2.63 -5.27
O: 0.31 1.97 -4.78
C: 1.45 2.18 -5.58
N: -2.13 2.26 -3.18
H: -3.51 2.45 -6.23
H: -3.47 3.62 -4.99
H: -4.28 2.00 -4.76
H: -2.04 0.87 -4.80
H: -0.85 3.70 -5.10
H: -0.90 2.42 -6.34
H: 1.22 2.43 -6.62
H: 2.07 1.29 -5.50
H: 2.11 2.99 -5.26
H: -1.26 1.97 -2.75
H: -2.10 3.27 -3.19
C: 0.47 6.18 -0.10
C: -0.76 5.67 -0.89
C: -0.64 5.73 -2.40
O: -1.80 5.14 -3.04
C: -2.93 6.03 -3.24
N: -0.94 4.34 -0.45
H: 0.21 6.04 0.95
H: 0.64 7.24 -0.32
H: 1.38 5.64 -0.35
H: -1.62 6.26 -0.58
H: 0.29 5.20 -2.62
H: -0.50 6.75 -2.76
H: -3.17 6.56 -2.32
H: -3.77 5.56 -3.74
H: -2.58 6.75 -3.98
H: -1.89 4.10 -0.71
H: -0.36 3.68 -0.96
C: 3.94 1.82 3.36
C: 3.57 0.71 4.46
C: 3.17 -0.63 3.78
O: 4.29 -1.22 3.14
C: 4.27 -1.25 1.74
N: 4.62 0.42 5.41
H: 4.13 2.80 3.80
H: 3.20 1.88 2.57
H: 4.86 1.45 2.90
H: 2.68 1.11 4.94
H: 2.26 -0.48 3.19
H: 2.86 -1.27 4.61
H: 5.08 -1.83 1.31
H: 4.32 -0.22 1.41
H: 3.33 -1.71 1.42
H: 5.42 0.07 4.90
H: 4.28 -0.38 5.92
C: 0.77 4.11 3.02
C: -0.58 3.50 3.27
C: -0.95 3.50 4.76
O: -2.25 2.78 4.94
C: -2.57 2.61 6.26
N: -1.47 4.28 2.37
H: 0.76 5.16 3.31
H: 1.08 3.94 1.98
H: 1.59 3.64 3.56
H: -0.61 2.46 2.92
H: -0.95 4.50 5.19
H: -0.15 3.05 5.34
H: -3.00 3.55 6.62
H: -1.69 2.25 6.79
H: -3.33 1.84 6.40
H: -2.32 3.75 2.24
H: -1.09 4.29 1.43
C: 2.75 -8.12 2.41
C: 1.46 -7.22 2.66
C: 1.90 -5.80 2.95
O: 0.77 -4.92 3.29
C: 1.09 -3.61 3.77
N: 0.60 -7.20 1.44
H: 2.41 -9.16 2.35
H: 3.49 -8.09 3.20
H: 3.13 -7.93 1.40
H: 0.81 -7.57 3.46
H: 2.40 -5.40 2.06
H: 2.60 -5.80 3.79
H: 1.40 -3.60 4.81
H: 0.33 -2.83 3.70
H: 1.98 -3.29 3.23
H: 0.00 -6.41 1.63
H: 1.14 -6.85 0.66
C: 1.71 -0.16 -1.20
C: 0.66 0.93 -0.91
C: 0.64 1.40 0.58
O: 0.53 0.37 1.58
C: -0.71 -0.26 1.59
N: 0.84 2.11 -1.76
H: 1.04 -1.02 -1.11
H: 2.55 -0.22 -0.51
H: 2.08 -0.14 -2.22
H: -0.31 0.52 -1.19
H: -0.16 2.14 0.68
H: 1.57 1.94 0.75
H: -0.79 -0.94 2.44
H: -0.74 -0.89 0.70
H: -1.55 0.44 1.61
H: 0.77 1.80 -2.72
H: 1.79 2.45 -1.67
C: 0.16 -0.32 5.73
C: -0.94 -0.91 6.56
C: -1.91 -1.84 5.78
O: -2.79 -2.50 6.72
C: -3.67 -3.37 6.09
N: -0.41 -1.67 7.66
H: 0.84 0.34 6.28
H: -0.34 0.25 4.95
H: 0.81 -1.10 5.35
H: -1.52 -0.05 6.91
H: -1.31 -2.58 5.25
H: -2.46 -1.27 5.02
H: -4.33 -2.75 5.49
H: -4.29 -3.83 6.86
H: -3.20 -4.12 5.46
H: -1.22 -2.28 7.67
H: -0.50 -1.16 8.52
C: 5.04 5.22 -4.71
C: 4.16 4.34 -3.79
C: 4.74 4.07 -2.42
O: 3.85 3.19 -1.78
C: 4.43 2.35 -0.78
N: 2.93 5.05 -3.64
H: 5.06 6.23 -4.30
H: 4.61 5.22 -5.72
H: 6.01 4.73 -4.72
H: 4.00 3.36 -4.25
H: 4.87 5.00 -1.86
H: 5.71 3.61 -2.64
H: 5.28 2.81 -0.28
H: 4.76 1.39 -1.18
H: 3.65 2.03 -0.09
H: 2.29 4.28 -3.47
H: 2.91 5.49 -2.73
C: -2.31 -3.83 2.53
C: -3.60 -3.76 1.66
C: -3.60 -2.38 0.86
O: -4.73 -2.31 -0.01
C: -5.90 -2.05 0.77
N: -3.72 -4.82 0.72
H: -2.42 -3.18 3.40
H: -1.32 -3.69 2.08
H: -2.37 -4.82 2.97
H: -4.49 -4.00 2.24
H: -2.68 -2.22 0.30
H: -3.67 -1.63 1.65
H: -6.71 -2.04 0.05
H: -5.86 -1.09 1.29
H: -6.11 -2.86 1.47
H: -4.43 -4.60 0.04
H: -2.87 -4.95 0.18
C: -3.75 0.81 -0.24
C: -4.98 1.46 -0.82
C: -5.05 2.96 -0.39
O: -5.00 3.17 0.98
C: -5.20 4.56 1.39
N: -4.90 1.40 -2.27
H: -3.88 0.66 0.83
H: -2.83 1.38 -0.42
H: -3.54 -0.15 -0.72
H: -5.92 1.07 -0.42
H: -5.94 3.39 -0.85
H: -4.24 3.53 -0.85
H: -4.38 5.21 1.08
H: -5.33 4.62 2.47
H: -6.14 5.03 1.10
H: -4.00 1.69 -2.62
H: -4.97 0.42 -2.49
C: -1.70 -1.23 -3.18
O: -1.26 -2.51 -2.71
C: -2.24 -3.52 -2.65
C: -1.71 -4.96 -2.38
N: -1.28 -5.34 -1.01
C: -0.38 -4.31 -0.43
C: 0.95 -4.15 -1.09
O: 1.66 -5.33 -0.82
C: 3.04 -5.16 -1.22
H: -2.45 -0.78 -2.52
H: -2.07 -1.36 -4.20
H: -0.92 -0.47 -3.29
H: -2.72 -3.50 -3.63
H: -2.99 -3.19 -1.94
H: -0.90 -5.17 -3.08
H: -2.53 -5.62 -2.67
H: -0.86 -6.25 -1.11
H: -0.20 -4.57 0.61
H: -0.83 -3.32 -0.39
H: 1.50 -3.26 -0.78
H: 0.85 -4.05 -2.17
H: 3.54 -6.11 -1.11
H: 3.49 -4.32 -0.69
H: 3.13 -4.87 -2.27

Results
E ... -3621.45144 Eh
Lowest unoccupied orbital energy ... 0.39 eV
Orbital gap ... 0.3170 Ha
F_max ... 3.02 eV/Å
SMILES ... COC[C@H](C)N.COC[C@H](C)N.COC[C@H](C)N.COC[C@H](C)N.COC[C@H](C)N.COC[C@H](C)N.COC[C@H](C)N.COC[C@H](C)N.COC[C@H](C)N.COC[C@H](C)N.COC[C@H](C)N.COCCNCCOC